# 1
# C39H50CdIN3O4

A molecular structure, C39H50CdIN3O4 (ωB97M-V/def2-TZVPD, OMol25).

Properties
Kohn-Sham gap (spin up / spin down)   5.5634 / 5.5702 eV
E_HOMO (spin up / spin down)   -7.265 / -7.269 eV
Total charge   0
Spin multiplicity   1
Lowest unoccupied orbital energy (spin up / spin down)   -0.063 / -0.062 hartree

CARTESIAN COORDINATES (ANGSTROEM)
1 Cd 0.262 0.189 -0.123
2 C -3.248 -6.012 -1.870
3 C -2.769 -5.272 -3.115
4 C -1.727 -6.139 -3.832
5 C -3.974 -5.058 -4.042
6 C -2.164 -3.916 -2.768
7 C -2.000 -3.479 -1.507
8 C -1.447 -2.169 -1.253
9 N -1.171 -1.658 -0.069
10 C -1.533 -2.047 1.169
11 C -2.633 -2.908 1.469
12 C -2.952 -3.221 2.747
13 C -2.154 -2.636 3.780
14 C -1.125 -1.755 3.605
15 C -0.749 -1.430 2.247
16 O 0.221 -0.663 1.986
17 C -0.433 -1.178 4.857
18 C 0.229 -2.326 5.635
19 C -1.490 -0.511 5.752
20 C 0.646 -0.126 4.571
21 C -4.148 -4.137 3.045
22 C -4.321 -4.390 4.542
23 C -5.437 -3.494 2.513
24 C -3.936 -5.489 2.348
25 C -1.058 -1.299 -2.393
26 O -0.773 -0.103 -2.199
27 C -1.085 -1.875 -3.729
28 C -1.689 -3.078 -3.855
29 C -0.535 -1.121 -4.951
30 C 0.501 -0.053 -4.564
31 C -1.704 -0.450 -5.686
32 C 0.179 -2.089 -5.911
33 H -3.706 -6.959 -2.164
34 H -3.998 -5.433 -1.321
35 H -2.423 -6.242 -1.189
36 H -2.154 -7.117 -4.077
37 H -0.849 -6.297 -3.201
38 H -1.384 -5.681 -4.764
39 H -4.446 -6.018 -4.270
40 H -3.685 -4.600 -4.991
41 H -4.721 -4.414 -3.570
42 H -2.217 -4.125 -0.676
43 H -3.265 -3.246 0.661
44 H -2.413 -2.887 4.802
45 H -0.500 -3.074 5.958
46 H 0.728 -1.935 6.527
47 H 0.979 -2.828 5.019
48 H -2.260 -1.210 6.085
49 H -1.984 0.308 5.222
50 H -1.010 -0.096 6.644
51 H 1.477 -0.524 3.992
52 H 1.028 0.225 5.534
53 H 0.250 0.732 4.027
54 H -4.523 -3.468 5.093
55 H -3.441 -4.867 4.980
56 H -5.171 -5.059 4.696
57 H -5.612 -2.525 2.987
58 H -6.297 -4.138 2.721
59 H -5.390 -3.337 1.433
60 H -3.008 -5.958 2.684
61 H -3.880 -5.375 1.262
62 H -4.765 -6.167 2.571
63 H -1.793 -3.484 -4.854
64 H 0.050 0.811 -4.079
65 H 0.999 0.280 -5.479
66 H 1.265 -0.451 -3.891
67 H -2.260 0.211 -5.015
68 H -2.400 -1.195 -6.083
69 H -1.328 0.148 -6.522
70 H 1.052 -2.536 -5.429
71 H 0.522 -1.532 -6.787
72 H -0.454 -2.898 -6.275
73 I 2.915 -5.256 -4.633
74 C 3.037 -3.562 -3.424
75 C 2.128 -3.390 -2.389
76 C 2.227 -2.253 -1.594
77 C 3.221 -1.304 -1.810
78 C 4.133 -1.515 -2.836
79 C 4.039 -2.631 -3.657
80 C 3.358 -0.042 -0.985
81 O 4.471 0.382 -0.744
82 O 2.249 0.565 -0.702
83 H 1.361 -4.130 -2.196
84 H 1.542 -2.147 -0.761
85 H 4.926 -0.789 -2.978
86 H 4.750 -2.782 -4.458
87 C -1.914 5.442 -0.572
88 N -1.829 4.044 -0.154
89 C -2.854 3.270 0.349
90 C -2.319 2.045 0.588
91 N -0.982 2.063 0.244
92 C -0.729 3.274 -0.203
93 H -2.904 5.814 -0.328
94 H -1.758 5.530 -1.643
95 H -1.176 6.040 -0.044
96 H -3.848 3.661 0.487
97 H -2.793 1.161 0.983
98 H 0.229 3.624 -0.559

These are the Löwdin partial charges, in e, on atoms 1 to 5: atom 1 (Cd): 1.41, atom 2 (C): -0.07, atom 3 (C): -0.56, atom 4 (C): -0.04, atom 5 (C): -0.04

# 2
# C39H50ClN4O2PSi2Sn

A molecular structure, C39H50ClN4O2PSi2Sn (ωB97M-V/def2-TZVPD, OMol25).

Properties
Kohn-Sham gap   3.0846 eV
E_HOMO   0.393 eV
Total charge   -2
Spin multiplicity   1
Lowest unoccupied orbital energy   0.128 hartree

CARTESIAN COORDINATES (ANGSTROEM)
1 Sn -0.910 -1.288 0.085
2 C -2.205 -4.335 3.236
3 Si -0.478 -3.596 2.840
4 C 1.089 -4.640 3.201
5 C -0.355 -1.851 3.655
6 N -0.506 -3.315 1.077
7 C -0.223 -4.233 0.134
8 C 0.002 -5.610 0.397
9 C 0.453 -6.498 -0.558
10 C 0.498 -6.110 -1.915
11 C 0.222 -4.785 -2.214
12 C 0.116 -3.740 -1.200
13 N 0.124 -2.438 -1.466
14 Si 1.202 -1.448 -2.507
15 C 0.070 -0.348 -3.416
16 C 2.290 -0.622 -1.162
17 C 2.364 -2.231 -3.844
18 H -2.284 -5.242 3.936
19 H -2.792 -4.550 2.278
20 H -2.688 -3.495 3.780
21 H 1.709 -4.190 4.056
22 H 1.686 -4.939 2.299
23 H 0.660 -5.592 3.646
24 H 0.255 -2.008 4.597
25 H -1.330 -1.539 4.025
26 H 0.046 -1.003 3.095
27 H -0.361 -5.945 1.326
28 H 0.667 -7.495 -0.264
29 H 0.666 -6.864 -2.635
30 H 0.242 -4.451 -3.223
31 H -0.326 -0.889 -4.245
32 H 0.568 0.596 -3.737
33 H -0.860 -0.065 -2.864
34 H 1.908 0.439 -1.008
35 H 3.331 -0.587 -1.566
36 H 2.218 -1.215 -0.242
37 H 2.993 -3.075 -3.459
38 H 3.057 -1.419 -4.222
39 H 1.752 -2.789 -4.628
40 O -2.887 -1.485 1.419
41 C -3.658 -1.618 0.398
42 O -3.222 -1.853 -0.777
43 C -5.151 -1.517 0.588
44 C -5.889 -1.447 -0.630
45 C -7.291 -1.424 -0.579
46 C -7.926 -1.539 0.660
47 C -7.138 -1.769 1.802
48 C -5.740 -1.740 1.798
49 H -5.337 -1.594 -1.577
50 H -7.827 -1.360 -1.549
51 H -8.951 -1.405 0.855
52 H -7.673 -1.929 2.718
53 H -5.190 -1.918 2.724
54 Cl 4.786 -2.022 3.951
55 C 5.605 -1.955 2.502
56 C 6.814 -1.293 2.515
57 C 7.453 -0.976 1.343
58 C 7.087 -1.474 0.114
59 C 6.006 -2.314 0.086
60 C 5.157 -2.543 1.286
61 C 3.970 -3.269 1.258
62 H 7.291 -1.103 3.504
63 H 8.354 -0.349 1.356
64 H 7.715 -1.363 -0.727
65 H 5.728 -2.776 -0.808
66 H 3.343 -3.503 2.200
67 H 3.623 -3.561 0.266
68 N 7.922 6.038 -3.514
69 C 6.746 5.246 -3.240
70 C 6.278 5.165 -1.870
71 C 5.281 4.249 -1.671
72 N 4.658 3.657 -2.700
73 C 4.966 3.910 -3.929
74 C 6.014 4.768 -4.297
75 H 8.662 5.836 -2.807
76 H 8.271 5.857 -4.438
77 H 6.621 5.731 -1.025
78 H 5.089 3.876 -0.658
79 H 4.336 3.427 -4.678
80 H 6.195 4.980 -5.376
81 C -5.323 5.769 3.326
82 P -4.394 4.593 2.300
83 C -5.843 3.558 1.678
84 C -4.172 5.564 0.827
85 C -4.102 6.931 0.817
86 C -4.085 7.595 -0.402
87 C -3.994 6.885 -1.582
88 C -4.045 5.510 -1.587
89 C -4.125 4.872 -0.376
90 H -6.068 6.284 2.740
91 H -4.576 6.467 3.781
92 H -5.783 5.185 4.151
93 H -6.587 4.207 1.176
94 H -6.272 3.077 2.537
95 H -5.560 2.767 0.934
96 H -4.104 7.587 1.756
97 H -4.059 8.691 -0.407
98 H -3.864 7.431 -2.499
99 H -4.013 4.989 -2.510
100 H -3.995 3.803 -0.442

These are the Löwdin partial charges, in e, on atoms 1 to 5: atom 1 (Sn): 1.24, atom 2 (C): -0.20, atom 3 (Si): 0.46, atom 4 (C): -0.20, atom 5 (C): -0.19

# 3
# C39H50ClN7O6S2Sc

A molecular structure, C39H50ClN7O6S2Sc (ωB97M-V/def2-TZVPD, OMol25).

Properties
Kohn-Sham gap   7.6609 eV
E_HOMO   -9.557 eV
Total charge   +1
Spin multiplicity   1
Lowest unoccupied orbital energy   -0.070 hartree

CARTESIAN COORDINATES (ANGSTROEM)
1 Sc 0.442 0.307 1.104
2 N 0.687 3.856 3.976
3 C 0.453 2.878 3.072
4 S 1.845 2.014 2.520
5 N -0.778 2.718 2.689
6 N -1.084 1.798 1.734
7 C -2.361 1.699 1.523
8 C -2.993 0.828 0.579
9 C -4.377 0.923 0.390
10 C -5.049 0.097 -0.482
11 C -4.348 -0.883 -1.174
12 C -2.984 -1.001 -1.012
13 C -2.263 -0.146 -0.156
14 O -0.959 -0.248 -0.096
15 H 1.591 3.887 4.412
16 H -0.105 4.265 4.443
17 H -3.021 2.341 2.113
18 H -4.922 1.665 0.956
19 H -6.115 0.192 -0.599
20 H -4.877 -1.553 -1.835
21 H -2.444 -1.799 -1.505
22 N -0.256 -0.245 -2.672
23 C -0.075 1.212 -2.456
24 C -1.075 2.134 -3.125
25 C -0.963 3.471 -2.362
26 N -1.402 3.230 -0.997
27 C 0.488 3.974 -2.365
28 C 1.530 2.936 -1.924
29 N 1.422 2.561 -0.508
30 C 1.340 1.659 -2.759
31 H -1.212 -0.522 -2.405
32 H 0.372 -0.679 -1.945
33 H -0.018 -0.581 -3.611
34 H -0.224 1.356 -1.373
35 H -2.093 1.754 -3.015
36 H -0.853 2.279 -4.182
37 H -1.582 4.223 -2.883
38 H -2.377 2.953 -0.971
39 H -1.304 4.058 -0.421
40 H 0.563 4.858 -1.729
41 H 0.736 4.281 -3.383
42 H 2.520 3.364 -2.144
43 H 1.032 3.324 0.034
44 H 2.347 2.374 -0.123
45 H 2.059 0.909 -2.433
46 H 1.489 1.858 -3.820
47 O 1.624 -0.615 -0.659
48 S 2.451 -1.819 -0.290
49 C 4.181 -1.132 -0.091
50 C 4.790 -0.568 -1.321
51 C 5.592 -1.345 -2.155
52 C 6.141 -0.800 -3.301
53 C 5.910 0.526 -3.625
54 C 5.116 1.308 -2.802
55 C 4.558 0.761 -1.660
56 C 2.729 -2.649 -1.929
57 C 1.448 -2.893 -2.658
58 C 1.393 -2.682 -4.035
59 C 0.229 -2.941 -4.739
60 C -0.898 -3.393 -4.074
61 C -0.855 -3.594 -2.703
62 C 0.307 -3.335 -1.993
63 H 4.762 -1.957 0.318
64 H 4.036 -0.363 0.668
65 H 5.798 -2.374 -1.895
66 H 6.752 -1.415 -3.942
67 H 6.352 0.954 -4.510
68 H 4.944 2.347 -3.037
69 H 3.955 1.365 -1.001
70 H 3.219 -3.588 -1.667
71 H 3.406 -2.053 -2.541
72 H 2.276 -2.345 -4.561
73 H 0.209 -2.803 -5.810
74 H -1.805 -3.592 -4.622
75 H -1.723 -3.977 -2.186
76 H 0.326 -3.463 -0.921
77 C 3.463 -0.878 4.059
78 C 2.619 -1.472 2.974
79 N 2.281 -2.760 3.077
80 O 2.302 -0.815 1.973
81 H 3.547 -1.529 4.923
82 H 3.042 0.084 4.348
83 H 4.454 -0.677 3.656
84 H 2.467 -3.285 3.913
85 H 1.616 -3.122 2.399
86 C -5.698 -1.423 2.524
87 C -4.799 -0.613 3.406
88 C -5.298 0.395 4.212
89 C -4.466 1.097 5.069
90 Cl -5.125 2.329 6.084
91 C -3.117 0.806 5.128
92 C -2.603 -0.202 4.328
93 C -3.429 -0.910 3.464
94 O -3.021 -1.918 2.626
95 C -1.799 -2.582 2.836
96 C -0.594 -1.876 2.185
97 O 0.073 -2.465 1.317
98 O -0.303 -0.725 2.607
99 H -6.621 -0.890 2.315
100 H -5.943 -2.363 3.018
101 H -5.195 -1.665 1.592
102 H -6.352 0.625 4.192
103 H -2.467 1.360 5.788
104 H -1.545 -0.401 4.370
105 H -1.916 -3.567 2.374
106 H -1.599 -2.700 3.909

These are the Löwdin partial charges, in e, on atoms 1 to 5: atom 1 (Sc): 0.84, atom 2 (N): 0.07, atom 3 (C): -0.86, atom 4 (S): 0.68, atom 5 (N): -0.01

Maximum force
In order: 0.553; 4.415; 2.468
Unit: eV/Å
Energy above the lowest of the compared OMol25 structures with the same formula, charge and spin
In order: 12.05; 12.69; 32.35
Unit: kcal per mole